Entry from the Open Molecules 2025 dataset: one molecule with the formula C10H10Br2F5NO5S (wB97M-V/def2-TZVPD).

Cartesian coordinates (Å):
O -2.279 -0.132 -5.282
C -2.193 0.223 -4.188
F -2.567 1.499 -3.940
N -1.692 -0.646 -3.204
C -2.320 -1.906 -3.053
O -1.903 -2.835 -3.583
F -3.391 -2.096 -2.251
C -0.918 -0.127 -2.098
C -1.579 0.908 -1.139
C -0.531 1.854 -0.483
C 0.570 1.198 0.409
C 0.053 0.027 1.316
C 1.187 -0.676 2.113
C 1.155 -0.469 3.650
F 0.476 -1.492 4.268
Br 0.557 1.294 4.229
C 2.639 -0.611 4.176
F 2.675 -0.567 5.524
F 3.375 0.436 3.737
Br 3.494 -2.279 3.639
O 1.786 0.855 -0.313
S 1.527 -0.183 -1.575
O 2.720 -0.138 -2.366
O 0.328 0.436 -2.578
H -0.610 -0.994 -1.466
H -2.355 1.552 -1.590
H -2.101 0.326 -0.347
H -1.076 2.578 0.161
H 0.004 2.483 -1.224
H 0.880 1.985 1.130
H -0.436 -0.752 0.692
H -0.756 0.458 1.936
H 1.077 -1.769 1.952
H 2.205 -0.437 1.749

The net charge is 0. The calculation puts the energy relative to the best compared isomer or geometry (same formula, charge and spin) at 30.36 kcal per mole. The LUMO energy comes out at -0.03 eV. The calculation puts the total energy at -186765.5641 eV. For the highest occupied orbital energy, the calculation gives -10.5 eV.